No. 1
This record from OMol25 describes C27H35N5O3P2Pt as an isolated structure in a non-equilibrium geometry. The level of theory is the ωB97M-V functional and the def2-TZVPD basis.

Each line ends with the Mulliken spin population.
Geometry (Å):
1 C -3.87789 0.51278 -0.63045  -0.0024
2 C -2.49969 -1.86225 2.91733  -0.0078
3 H 4.70623 -2.62209 4.03138  0.0003
4 H 5.67783 1.69438 -1.45231  0.0001
5 H 1.06017 -1.43930 -4.02824  0.0021
6 N -1.36558 -0.52603 5.65682  -0.0016
7 C 4.04164 2.62107 -0.20536  -0.0012
8 H -1.17701 3.33657 -4.37599  0.0048
9 C 3.31552 -1.42585 2.81566  -0.0001
10 C -1.87668 0.28889 -3.23152  -0.0019
11 C 0.94217 1.53465 -2.37304  0.0141
12 O -2.59109 -0.77708 5.48349  0.0006
13 C -0.74407 2.37849 -4.05429  0.0168
14 C -4.30546 1.79267 -0.96167  0.0012
15 H 1.01694 1.75298 -1.30204  0.1195
16 C 0.83186 -1.39675 -0.59202  0.1232
17 N -2.65559 -1.57555 1.53905  -0.0401
18 H -1.27572 -0.99148 -4.85960  0.0004
19 N -2.74387 0.62490 0.17441  -0.0675
20 C -3.44989 2.71617 -0.29110  0.0170
21 C -3.88436 -2.08968 1.14270  -0.0030
22 C 0.55860 2.66327 -3.26122  0.0717
23 C 4.20833 -3.32123 1.94492  -0.0005
24 H 3.09729 -3.10200 -0.00147  -0.0011
25 H 3.01627 -0.56762 3.40235  0.0005
26 N 2.93867 0.66263 0.11845  0.0092
27 H -2.82054 -0.14624 -2.88803  0.0022
28 P 1.70944 -0.46583 0.70309  0.0715
29 C -0.71768 -1.55917 -0.51469  0.0058
30 H 1.34651 2.82415 -4.01835  -0.0009
31 C 4.75695 1.58309 -0.87652  0.0085
32 H -4.32525 -0.43675 -0.85700  0.0003
33 H -1.12285 -1.67669 -3.28173  0.0018
34 C 3.36659 -2.76126 0.99338  0.0077
35 H 0.45325 3.57959 -2.67015  0.0018
36 H -5.50040 -3.11351 2.23775  0.0006
37 H -1.68587 2.25215 1.06832  -0.0162
38 C 0.56947 -0.45370 -3.95469  0.0740
39 C -1.77598 1.62137 -3.27429  0.0224
40 H -4.23378 -2.02074 0.12587  0.0008
41 H 2.10761 2.47458 0.94016  0.0066
42 C 4.05903 0.39322 -0.67616  0.0192
43 C 1.04422 1.43416 3.31438  0.1864
44 C -0.95595 -0.73735 -3.83307  0.0012
45 C -2.51431 1.97632 0.41862  0.0032
46 H -1.61049 -1.55483 3.43466  0.0105
47 O -0.52568 -0.69536 4.69900  0.0069
48 H 0.30195 1.92284 3.96715  0.0125
49 H 1.49337 0.58293 3.84864  -0.0160
50 C 2.92069 2.04262 0.37240  -0.0044
51 P -1.55434 -0.52644 0.69492  0.3146
52 H 1.31334 -2.37542 -0.69169  -0.0192
53 H -3.81411 -2.82499 4.38026  -0.0003
54 O -0.93261 -0.09890 6.74609  0.0022
55 H 1.07876 -0.86689 -1.54528  0.0209
56 Pt 0.03367 0.66394 1.64679  0.5238
57 H 2.33966 0.00961 -2.73885  0.0537
58 N 2.79080 -1.60312 1.52613  0.0038
59 H -1.17130 -1.36005 -1.49427  -0.0214
60 C 4.16461 -2.47787 3.10632  0.0037
61 H -3.49050 3.79030 -0.30480  0.0014
62 H -2.52919 2.25513 -2.79400  0.0008
63 H 4.81027 -4.20771 1.80455  0.0003
64 C 1.28000 0.32567 -2.86414  0.4214
65 H -0.47215 1.82776 -4.96722  0.0005
66 H -0.97275 -2.59677 -0.25738  0.0089
67 H 0.73797 0.03786 -4.91893  0.0251
68 H 4.31600 3.67666 -0.14739  0.0013
69 H 1.78436 2.18123 2.98840  -0.0111
70 C -3.64289 -2.52284 3.35920  0.0045
71 H -5.10531 2.03478 -1.63810  0.0012
72 C -4.51628 -2.67393 2.24381  0.0027
73 H 4.24706 -0.61614 -1.01940  0.0007

HOMO (spin up / spin down) ... -6.64 / -6.72 eV
2S+1 ... 3
Molar mass ... 734.63 g mol⁻¹
⟨S²⟩ ... 2.010
ΔE to the lowest compared entry with this formula, charge and spin ... 22.69 kcal per mole
Orbital gap (spin up / spin down) ... 3.74 / 2.06 eV
Total charge ... 0



No. 2
This record from OMol25 describes C27H36BN3O2SiTc as an isolated structure. The level of theory is the ωB97M-V functional and the def2-TZVPD basis.

Each line ends with the Mulliken spin population.
Geometry (Å):
1 C 2.35892 0.27495 -0.74872  0.0081
2 Tc -0.37858 -0.39033 0.49152  1.0040
3 H -3.61482 -3.42094 1.98634  0.0005
4 C 0.61891 1.58153 -3.15940  -0.0059
5 H 3.72202 1.40421 3.45743  -0.0009
6 H 1.27734 2.30917 -3.64008  0.0013
7 O -2.46249 1.55639 -0.68094  -0.0569
8 H 3.96306 0.60754 -3.70515  -0.0010
9 H -0.80519 0.99722 4.54303  0.0021
10 C 3.64239 -1.01469 2.14967  -0.0056
11 O -0.76297 2.75090 0.28357  -0.0845
12 C 2.52185 0.33491 -2.14749  0.0226
13 C 3.43299 0.44796 0.13703  0.0360
14 N -1.76409 -0.61756 2.18164  -0.0008
15 H 2.15243 0.47688 1.81483  0.0640
16 H -0.02369 -4.23939 -2.22738  0.0013
17 H -3.49966 -0.35610 5.00786  -0.0005
18 C 4.69635 0.64965 -0.40695  0.0044
19 H -2.30837 1.85211 4.20608  -0.0007
20 H -0.86049 5.55094 0.21102  0.0002
21 H 0.76154 -2.92275 -1.34765  -0.0009
22 C 3.22330 0.36311 1.63239  -0.0648
23 B -1.24058 1.45900 0.00273  -0.0413
24 C -1.68662 3.62049 -0.23872  -0.0128
25 C -0.20449 -3.31276 -1.67792  0.0149
26 H 3.14222 -1.81212 1.59689  -0.0007
27 C -3.15006 -0.76834 4.07235  0.0078
28 C -3.79276 3.51295 -1.41851  0.0002
29 H -3.67257 -4.55260 -0.05913  0.0000
30 H -0.28561 -5.71638 0.51971  0.0002
31 H 0.35596 1.97096 -2.17603  -0.0017
32 H 5.87169 0.86317 -2.18177  -0.0003
33 C 1.31776 0.22162 -3.05435  -0.0248
34 C 1.64132 -0.32076 -4.44215  0.0025
35 H -2.78801 6.71385 -0.86899  0.0000
36 N 1.09659 0.00896 -0.24175  0.0782
37 C 3.94108 1.47719 2.39065  0.0001
38 H 2.20453 -1.25391 -4.38942  0.0003
39 C -0.58686 -4.78266 1.00036  0.0014
40 H -4.59157 2.93846 -1.86665  0.0000
41 H 5.54830 0.76846 0.25071  -0.0006
42 H -2.79088 -5.27685 -1.39790  0.0001
43 H 4.72012 -1.15569 2.03787  0.0007
44 C -2.75552 5.63264 -0.84513  0.0003
45 H 0.71604 -0.51258 -4.98735  -0.0002
46 C -2.97189 -4.33821 -0.86813  0.0007
47 Si -1.35999 -3.61168 -0.24148  -0.0088
48 H -0.63704 -2.58893 -2.37268  -0.0003
49 H 5.02487 1.41362 2.27708  0.0010
50 H -3.46180 -3.65131 -1.56088  0.0001
51 C 3.80064 0.55628 -2.63674  0.0057
52 C -3.65633 -1.96559 3.58029  -0.0014
53 C -2.18173 -0.09966 3.33191  -0.0202
54 C -2.71949 2.89715 -0.81572  -0.0011
55 H -4.61415 5.43538 -1.88605  0.0000
56 N -1.61988 -2.05698 0.49506  0.0052
57 H -1.28041 -5.03376 1.80585  -0.0001
58 H 3.39443 -1.12314 3.20745  -0.0006
59 C -3.79170 4.90730 -1.42207  -0.0003
60 C -1.55957 1.18725 3.77681  -0.0050
61 H 3.62257 2.46051 2.04285  0.0006
62 C -1.67312 4.99683 -0.23801  0.0004
63 H 0.30153 -4.33608 1.45232  -0.0003
64 H 0.62198 -0.47275 -2.57474  0.0377
65 H -0.29380 1.50172 -3.75374  0.0002
66 C -2.23867 -1.78727 1.68273  0.0430
67 C -3.21982 -2.49533 2.37816  0.0000
68 C 4.88031 0.70321 -1.77715  -0.0102
69 H -1.07566 1.68364 2.93630  0.0065
70 H 2.21965 0.39355 -5.03219  0.0003
71 H -4.41181 -2.49456 4.14861  0.0004

HOMO (spin up / spin down) ... -7.74 / -7.56 eV
2S+1 ... 2
Molar mass ... 571.50 g mol⁻¹
⟨S²⟩ ... 0.766
ΔE to the lowest compared entry with this formula, charge and spin ... 0.00 kcal per mole
Orbital gap (spin up / spin down) ... 7.49 / 7.50 eV
Total charge ... 0



No. 3
This record from OMol25 describes C27H36Ge2InN3OS2 as an isolated structure. The level of theory is the ωB97M-V functional and the def2-TZVPD basis.

Each line ends with the Mulliken spin population.
Geometry (Å):
1 H 2.27068 -1.75628 0.23934  -0.0032
2 H 1.05568 -2.60960 1.20723  -0.0017
3 H -1.46188 -2.24806 2.40341  -0.0004
4 H 5.10708 -2.14738 3.61670  0.0003
5 H -4.31772 3.37614 3.36333  0.0003
6 C -2.64211 0.74467 1.04384  0.0223
7 C 0.35007 -2.05000 -0.75223  0.0391
8 N 0.71863 1.52459 2.11696  -0.0013
9 H -2.39627 1.22051 -4.20317  0.0036
10 H -3.44725 1.93963 -0.55825  0.0005
11 H -3.56897 -1.75907 -4.41991  0.0000
12 H -4.51029 -2.70007 -0.58960  -0.0001
13 H -1.15757 4.95094 2.78902  0.0003
14 C -2.93356 -2.31835 0.82565  0.0005
15 H 1.48047 -2.36124 -2.56060  0.0089
16 C -3.93689 2.77892 1.33834  -0.0016
17 H 0.10974 -1.25982 -2.75632  -0.0359
18 H -3.05709 1.48154 4.33746  -0.0001
19 H 1.87371 -3.42921 -0.12677  -0.0009
20 H -5.56298 -0.85794 -1.85793  0.0001
21 Ge -2.24660 -0.77253 -0.12350  -0.0560
22 C -2.54471 0.64444 2.43378  0.0073
23 H 1.59147 -0.71616 -1.95517  -0.0058
24 C -3.13115 1.58981 3.26245  -0.0014
25 C -3.83781 2.65327 2.71582  0.0012
26 C 0.08633 2.55810 2.49197  0.0098
27 H -1.92360 6.43130 0.93188  0.0000
28 H -1.86347 -1.90220 -3.99728  -0.0003
29 C -3.34447 1.83017 0.51478  0.0008
30 C -3.94898 -4.52780 2.19584  0.0004
31 C 2.40623 0.17972 2.60235  -0.0074
32 H -0.01440 2.81988 3.54105  -0.0029
33 N 1.28821 0.69049 3.03560  0.0237
34 H -2.37413 -4.17687 3.61187  0.0000
35 C -2.84419 -3.84802 2.69409  -0.0002
36 H -2.45852 2.11223 -2.67866  -0.0060
37 H 5.27237 -0.58024 2.80461  -0.0056
38 In 0.98698 1.00827 -0.09204  0.4120
39 C -0.67680 3.83273 -0.81458  -0.0279
40 C -2.16326 1.16943 -3.13864  0.0026
41 H -2.01843 -0.18618 2.88857  -0.0003
42 H -5.40480 -4.63846 0.62585  0.0000
43 H -1.08275 1.04903 -3.03647  0.0175
44 N -0.26616 3.05012 0.17907  0.0718
45 S 3.21286 0.61095 1.11609  0.1630
46 C -1.03544 4.65996 1.75471  0.0022
47 C 1.45480 -2.47680 0.20038  0.0356
48 C 0.91209 -1.56315 -2.08214  0.0434
49 C -0.55499 -3.24583 -1.01669  0.0041
50 Ge -3.11254 -0.36477 -2.37466  -0.0053
51 H -5.41723 0.26816 -3.20930  -0.0003
52 H -1.42244 -2.97851 -1.61854  -0.0030
53 H -4.48830 3.60345 0.90458  -0.0002
54 C 4.63858 -1.45580 2.91869  0.0079
55 O -0.37651 -0.92131 -0.11478  0.2349
56 H -0.89913 -3.71242 -0.09838  0.0000
57 H 4.49429 -1.94677 1.96056  -0.0027
58 C -4.54589 -4.10927 1.01727  0.0002
59 H -4.34023 -5.38594 2.72604  0.0000
60 C -1.28450 5.05715 -0.58917  0.0217
61 H -3.08164 -2.83581 -3.11360  0.0001
62 H -0.50893 3.46646 -1.82014  -0.0129
63 H -5.22114 0.84377 -1.54750  0.0001
64 C -1.46077 5.47716 0.71873  -0.0005
65 C -2.87285 -1.87879 -3.58849  0.0006
66 C -5.02335 0.01450 -2.22447  0.0002
67 H 0.01927 -3.98146 -1.58031  0.0017
68 C -0.44264 3.44834 1.44571  0.0344
69 C -2.34159 -2.74990 2.01414  0.0030
70 S 3.06738 -1.01913 3.68383  0.0040
71 H -1.59982 5.66578 -1.42430  0.0020
72 C -4.03766 -3.00987 0.33642  0.0018

HOMO (spin up / spin down) ... -10.16 / -11.02 eV
2S+1 ... 2
Molar mass ... 742.78 g mol⁻¹
⟨S²⟩ ... 0.755
ΔE to the lowest compared entry with this formula, charge and spin ... 0.00 kcal per mole
Orbital gap (spin up / spin down) ... 6.60 / 6.78 eV
Total charge ... +1



> Which formula does entry 2 have?

C27H36BN3O2SiTc